The following is a DFT calculation (ωB97M-V with the def2-TZVPD basis set) of C15H21BrN2O in the gas phase in a non-equilibrium geometry.

ORCA input file:
```
! RIJCOSX wB97M-V def2-TZVPD def2/J DEFGRID3
* xyz 0 1
C 3.82 -2.59 -1.58
H 3.09 -3.06 -0.93
C 3.85 -3.28 -2.94
C 2.48 -3.34 -3.62
C 1.97 -1.96 -4.03
C 0.71 -2.02 -4.90
C -0.49 -2.69 -4.23
C -0.93 -1.99 -2.95
C -2.24 -2.52 -2.44
O -2.94 -3.34 -2.98
N -2.64 -1.98 -1.24
N -1.92 -1.07 -0.58
C -2.34 -0.59 0.52
C -1.57 0.40 1.25
C -0.33 0.85 0.77
C 0.40 1.79 1.46
C -0.11 2.29 2.65
C -1.33 1.86 3.15
C -2.05 0.92 2.45
H -3.01 0.59 2.83
H -1.71 2.26 4.08
Br 0.89 3.59 3.62
H 1.35 2.13 1.09
H 0.04 0.44 -0.16
H -3.29 -0.90 0.96
H -3.53 -2.30 -0.85
H -1.04 -0.92 -3.12
H -0.19 -2.11 -2.15
H -0.27 -3.74 -4.01
H -1.33 -2.68 -4.93
H 0.43 -1.00 -5.18
H 0.94 -2.57 -5.81
H 2.75 -1.45 -4.60
H 1.76 -1.36 -3.14
H 2.56 -3.96 -4.51
H 1.78 -3.81 -2.94
H 4.22 -4.30 -2.81
H 4.56 -2.77 -3.60
H 4.80 -2.65 -1.11
H 3.57 -1.54 -1.69
*
```

Summary:
- HOMO level: -8.53 eV
- Electronic energy: -90965.94593 eV
- SMILES: CCCCCCCC(=O)N/N=C/c1ccc(Br)cc1
- ΔE to the lowest compared entry with this formula, charge and spin: 15.72 kcal per mole

The following is a DFT calculation (ωB97M-V with the def2-TZVPD basis set) of a molecular structure, C5H6N in a non-equilibrium geometry.

ORCA input file:
```
! RIJCOSX wB97M-V def2-TZVPD def2/J DEFGRID3
* xyz 1 1
C -1.96 -0.61 -0.28
C -0.61 -0.88 -0.52
C -0.48 0.93 0.73
C -1.71 0.55 0.35
C 1.68 0.25 0.08
N 0.24 0.03 0.02
H -2.78 -1.15 -0.48
H -0.34 -1.72 -1.23
H 0.01 1.86 1.22
H 2.08 -0.17 1.04
H 2.04 -0.38 -0.88
H 1.82 1.29 -0.05
*
```

Summary:
- HOMO level (alpha / beta): -14.74 / -14.85 eV
- Electronic energy: -6759.75233 eV
- ΔE to the lowest compared entry with this formula, charge and spin: 125.11 kcal per mole

The following is a DFT calculation (ωB97M-V with the def2-TZVPD basis set) of a molecular structure, C32H35N4O5S2Zn.

ORCA input file:
```
! RIJCOSX wB97M-V def2-TZVPD def2/J DEFGRID3
* xyz -1 1
Zn -1.94 0.78 0.02
N -4.12 0.27 0.47
C -4.25 -1.20 0.41
C -3.16 -1.84 -0.45
O -3.31 -3.02 -0.82
N -2.12 -1.05 -0.66
C -0.99 -1.53 -1.42
C 0.19 -0.56 -1.27
O 1.33 -0.97 -1.55
O -0.08 0.62 -0.85
H -4.55 0.67 1.29
H -4.56 0.69 -0.34
H -5.22 -1.53 0.02
H -4.14 -1.60 1.41
H -1.23 -1.59 -2.49
H -0.67 -2.53 -1.12
S -1.56 -1.48 2.84
C -0.05 -1.13 2.25
N 0.80 -2.07 1.81
C 2.13 -1.71 1.32
C 2.69 -0.65 2.22
N 1.79 0.49 2.22
C 2.41 1.82 2.28
C 3.43 2.02 1.18
C 3.02 1.99 -0.15
C 3.96 2.14 -1.16
C 5.30 2.34 -0.86
C 5.70 2.39 0.47
C 4.77 2.22 1.49
C 0.45 0.32 2.23
S -0.62 1.59 2.24
C 0.46 -3.49 1.68
C 1.03 -4.33 2.80
C 0.62 -4.16 4.13
C 1.16 -4.95 5.13
C 2.11 -5.92 4.84
C 2.53 -6.09 3.52
C 1.99 -5.30 2.52
H 2.09 -1.36 0.29
H 2.76 -2.60 1.37
H 3.66 -0.32 1.84
H 2.83 -1.03 3.24
H 2.88 1.94 3.26
H 1.60 2.54 2.20
H 1.98 1.80 -0.39
H 3.63 2.08 -2.19
H 6.03 2.45 -1.65
H 6.75 2.54 0.72
H 5.09 2.25 2.52
H 0.86 -3.84 0.73
H -0.63 -3.56 1.65
H -0.12 -3.41 4.36
H 0.83 -4.81 6.16
H 2.52 -6.54 5.62
H 3.27 -6.85 3.28
H 2.32 -5.43 1.49
C -2.13 1.33 -6.05
C -2.23 2.02 -4.71
C -1.09 2.48 -4.07
C -1.15 3.06 -2.80
C 0.09 3.56 -2.11
C -2.40 3.16 -2.17
C -3.56 2.75 -2.81
C -4.91 2.97 -2.17
C -3.46 2.18 -4.08
C -2.46 3.63 -0.73
O -2.54 4.82 -0.45
O -2.43 2.66 0.12
H -1.29 1.72 -6.63
H -3.04 1.47 -6.63
H -1.98 0.26 -5.92
H -0.12 2.38 -4.55
H 0.93 3.60 -2.80
H 0.34 2.90 -1.28
H -0.08 4.56 -1.70
H -5.23 4.00 -2.34
H -4.86 2.83 -1.09
H -5.66 2.31 -2.59
H -4.36 1.83 -4.58
*
```

Summary:
- HOMO level: -5.50 eV
- Electronic energy: -120045.08543 eV
- ΔE to the lowest compared entry with this formula, charge and spin: 2.84 kcal per mole

The following is a DFT calculation (ωB97M-V with the def2-TZVPD basis set) of 9 unconnected molecules or ions with the total composition C33H87ClN11O17 in a non-equilibrium geometry.

ORCA input file:
```
! RIJCOSX wB97M-V def2-TZVPD def2/J DEFGRID3
* xyz -1 1
Cl 0.25 1.38 -0.40
O 0.96 2.48 -0.82
O -0.62 1.09 -1.49
O 1.10 0.24 -0.15
O -0.52 1.63 0.73
C -4.74 -1.84 -2.41
O -4.90 -0.40 -2.50
C -3.75 0.32 -2.76
C -3.50 0.32 -4.28
N -4.62 0.95 -5.06
C -4.44 0.88 -6.58
C -3.17 1.52 -7.20
O -1.99 0.84 -6.83
C -0.83 1.52 -7.38
H -4.80 -2.31 -3.39
H -5.55 -2.42 -1.97
H -3.84 -2.28 -1.97
H -2.91 -0.09 -2.20
H -3.92 1.34 -2.40
H -3.31 -0.71 -4.60
H -2.62 0.90 -4.53
H -5.51 0.71 -4.66
H -5.29 1.43 -7.00
H -4.51 -0.12 -7.00
H -3.11 2.58 -6.96
H -3.41 1.49 -8.26
H -0.56 2.32 -6.69
H -0.94 1.96 -8.37
H 0.03 0.87 -7.29
C 7.69 -3.43 3.80
O 6.59 -2.53 4.01
C 5.37 -3.20 4.02
C 4.20 -2.14 4.24
N 3.63 -1.63 2.99
C 2.60 -0.64 3.26
C 1.27 -1.14 3.93
O 1.43 -1.53 5.29
C 0.21 -1.77 5.94
H 8.54 -2.82 3.49
H 7.57 -4.30 3.17
H 7.87 -3.78 4.82
H 5.25 -3.86 4.88
H 5.25 -3.79 3.12
H 4.61 -1.41 4.95
H 3.43 -2.56 4.89
H 4.38 -1.11 2.58
H 2.32 -0.35 2.26
H 3.08 0.22 3.72
H 0.78 -1.99 3.46
H 0.53 -0.34 3.89
H -0.09 -0.84 6.43
H 0.18 -2.72 6.47
H -0.52 -2.07 5.19
C 3.37 1.69 -8.04
O 3.11 1.35 -6.70
C 2.84 2.56 -6.01
C 2.25 2.35 -4.60
N 3.23 2.09 -3.56
C 3.83 0.69 -3.64
C 2.84 -0.52 -3.63
O 3.54 -1.61 -3.18
C 2.81 -2.82 -2.97
H 4.05 2.53 -8.14
H 2.45 1.90 -8.58
H 3.83 0.85 -8.56
H 2.01 3.10 -6.48
H 3.71 3.21 -6.03
H 1.42 1.64 -4.63
H 1.83 3.35 -4.43
H 2.68 2.21 -2.72
H 4.63 0.48 -2.92
H 4.44 0.67 -4.54
H 2.38 -0.67 -4.61
H 1.96 -0.45 -2.99
H 3.53 -3.55 -2.61
H 2.46 -3.13 -3.95
H 1.97 -2.67 -2.29
C -5.79 -0.51 1.25
O -4.68 -1.04 1.87
C -3.41 -0.91 1.20
C -2.38 -1.60 2.07
N -2.51 -3.03 2.07
C -2.20 -3.69 3.34
C -3.11 -3.44 4.46
O -3.88 -4.64 4.62
C -4.84 -4.53 5.62
H -6.03 -1.16 0.41
H -5.67 0.51 0.88
H -6.67 -0.38 1.88
H -3.07 0.12 1.09
H -3.49 -1.38 0.22
H -2.31 -1.14 3.05
H -1.38 -1.31 1.73
H -3.46 -3.18 1.76
H -1.14 -3.47 3.47
H -2.19 -4.74 3.04
H -3.92 -2.74 4.28
H -2.61 -3.16 5.39
H -5.63 -3.78 5.49
H -4.46 -4.39 6.64
H -5.44 -5.43 5.52
C 0.03 2.34 7.46
O 0.19 2.24 6.02
C 1.60 2.37 5.66
C 1.64 2.56 4.19
N 1.36 3.96 3.87
C 1.50 4.16 2.42
C 1.04 5.71 2.35
O -0.37 5.80 2.43
C -0.95 6.97 3.05
H 0.70 3.05 7.93
H 0.14 1.37 7.95
H -1.01 2.65 7.61
H 2.20 1.47 5.82
H 2.08 3.25 6.09
H 0.91 1.90 3.71
H 2.69 2.31 4.05
H 0.37 4.04 4.01
H 0.78 3.57 1.86
H 2.53 4.05 2.09
H 1.45 6.09 1.42
H 1.49 6.25 3.18
H -0.88 7.85 2.42
H -0.46 7.32 3.96
H -2.01 6.79 3.23
C -1.40 -3.02 -3.04
O -1.54 -2.53 -4.17
N -0.78 -2.52 -2.04
N -1.64 -4.23 -2.75
H -0.48 -3.15 -1.31
H -0.52 -1.54 -2.06
H -2.08 -4.86 -3.41
H -1.23 -4.57 -1.89
C -1.37 4.53 -3.40
O -1.70 5.34 -4.23
N -0.82 4.77 -2.27
N -1.69 3.22 -3.42
H -0.53 4.07 -1.59
H -0.58 5.70 -1.96
H -2.10 2.92 -4.30
H -1.44 2.55 -2.71
C 1.82 -3.78 0.91
O 0.97 -4.42 0.30
N 2.54 -4.30 1.86
N 2.04 -2.55 0.71
H 2.19 -5.13 2.31
H 3.14 -3.59 2.26
H 1.41 -1.96 0.18
H 2.67 -2.11 1.37
*
```

Summary:
- HOMO level: -5.92 eV
- Electronic energy: -99340.23507 eV
- ΔE to the lowest compared entry with this formula, charge and spin: 76.31 kcal per mole

The following is a DFT calculation (ωB97M-V with the def2-TZVPD basis set) of a molecular structure, C10H15ClNO6P2Y in a non-equilibrium geometry.

ORCA input file:
```
! RIJCOSX wB97M-V def2-TZVPD def2/J DEFGRID3
* xyz -2 1
Y 1.37 0.92 1.97
N -0.31 -2.18 -1.86
C 1.04 -2.45 -1.34
C 1.85 -3.42 -2.19
P 0.82 -3.03 0.44
O 2.35 -3.37 0.85
O 0.02 -4.27 0.41
O 0.37 -1.79 1.16
P 1.84 -0.84 -1.08
O 2.37 -0.39 -2.55
O 0.63 0.14 -0.80
O 2.95 -0.79 -0.10
H -0.98 -2.76 -1.37
H -0.37 -2.41 -2.85
H -0.18 -0.31 -1.14
H 1.38 -4.40 -2.14
H 2.87 -3.50 -1.81
H 1.90 -3.08 -3.23
H 2.84 -2.53 0.84
H 2.80 0.46 -2.41
Cl 3.56 3.27 0.88
C 2.33 2.47 -0.28
H 2.98 2.26 -1.14
H 1.73 3.34 -0.58
C -0.41 2.45 2.83
C -1.66 2.37 2.23
C -2.70 3.31 2.65
C -3.96 3.31 2.12
C -4.36 2.40 1.13
C -3.40 1.47 0.71
C -2.12 1.44 1.22
H -2.43 4.03 3.42
H -4.69 4.04 2.49
H -5.36 2.40 0.72
H -3.67 0.74 -0.05
H -1.43 0.68 0.86
*
```

Summary:
- HOMO level (alpha / beta): 0.63 / 1.01 eV
- Electronic energy: -56532.43856 eV
- ΔE to the lowest compared entry with this formula, charge and spin: 171.69 kcal per mole

The following is a DFT calculation (ωB97M-V with the def2-TZVPD basis set) of 2 unconnected molecules or ions with the total composition C2H5FS in a non-equilibrium geometry.

ORCA input file:
```
! RIJCOSX wB97M-V def2-TZVPD def2/J DEFGRID3
* xyz 0 1
C -0.96 0.15 -0.35
C 0.39 -0.45 -0.43
F 1.08 0.08 -1.42
S 1.01 -1.95 0.07
H -1.08 1.03 0.28
H -1.67 -0.40 0.14
H -1.31 0.33 -1.41
H 1.52 1.89 0.85
H 2.25 -1.69 -0.35
*
```

Summary:
- HOMO level (alpha / beta): -10.33 / -6.97 eV
- Electronic energy: -15702.86998 eV
- ΔE to the lowest compared entry with this formula, charge and spin: 103.45 kcal per mole

The following is a DFT calculation (ωB97M-V with the def2-TZVPD basis set) of a molecular structure, C5H13O3Y in a non-equilibrium geometry.

ORCA input file:
```
! RIJCOSX wB97M-V def2-TZVPD def2/J DEFGRID3
* xyz 2 1
C 0.67 -0.33 -0.89
O 0.76 -0.71 0.48
C 1.09 0.33 1.35
C 0.08 0.41 2.46
O -0.27 -0.88 2.89
C -1.00 -0.89 4.09
H 0.56 -1.28 -1.44
H 1.59 0.19 -1.22
H 1.10 1.30 0.81
H 2.10 0.18 1.77
H -0.82 0.95 2.11
H 0.52 0.99 3.30
H -1.94 -0.31 3.99
H -1.26 -1.93 4.32
H -0.41 -0.47 4.92
Y -1.21 0.96 -1.70
O -0.94 0.05 -3.74
H -1.47 -0.72 -3.96
C 0.04 0.44 -4.72
H -0.30 0.11 -5.70
H 0.11 1.53 -4.73
H 1.01 0.06 -4.40
*
```

Summary:
- HOMO level: -15.20 eV
- Electronic energy: -12559.89198 eV
- ΔE to the lowest compared entry with this formula, charge and spin: 0.00 kcal per mole

The following is a DFT calculation (ωB97M-V with the def2-TZVPD basis set) of a molecular structure, C26H60ClF6Mg2O18S2 in a non-equilibrium geometry.

ORCA input file:
```
! RIJCOSX wB97M-V def2-TZVPD def2/J DEFGRID3
* xyz 1 1
Mg -3.19 -0.52 2.54
Mg -2.57 -1.46 -1.32
Cl -4.12 -0.45 0.09
C -0.73 -4.20 1.91
F -0.51 -5.42 1.31
F -0.79 -4.41 3.25
F 0.21 -3.28 1.71
S -2.38 -3.38 1.25
O -2.64 -2.21 2.06
O -2.24 -2.93 -0.14
O -3.48 -4.37 1.38
C 0.30 1.73 0.05
F 1.56 1.91 0.51
F -0.48 2.70 0.41
F 0.38 1.55 -1.29
S -0.47 0.02 0.80
O -1.00 -0.69 -0.37
O 0.59 -0.59 1.52
O -1.66 0.20 1.64
C -3.15 2.74 2.61
O -3.70 1.43 2.77
C -5.04 1.52 3.21
C -5.80 0.18 3.26
O -4.90 -0.94 3.16
C -5.61 -2.12 3.30
H -3.72 3.09 1.75
H -2.10 2.55 2.39
H -3.22 3.49 3.39
H -5.72 2.18 2.67
H -5.09 2.02 4.18
H -6.62 0.25 2.55
H -6.21 0.04 4.26
H -6.18 -2.18 4.23
H -4.97 -3.00 3.45
H -6.11 -2.40 2.38
C 4.96 -4.99 3.71
O 5.02 -4.84 2.30
C 3.84 -4.23 1.74
C 3.89 -4.34 0.20
O 2.61 -3.96 -0.32
C 2.27 -2.62 -0.31
H 5.05 -4.02 4.19
H 5.76 -5.66 4.04
H 3.98 -5.38 3.98
H 3.77 -3.17 1.97
H 2.99 -4.71 2.21
H 3.92 -5.36 -0.18
H 4.69 -3.76 -0.25
H 1.28 -2.60 -0.76
H 2.85 -1.98 -0.98
H 2.08 -2.27 0.71
C -0.87 6.11 -1.08
O -0.93 6.17 -2.50
C 0.34 6.41 -3.18
C 1.24 5.20 -3.22
O 0.81 3.86 -3.54
C 0.23 3.77 -4.88
H -1.89 5.88 -0.78
H -0.43 7.05 -0.75
H -0.18 5.39 -0.63
H 0.80 7.29 -2.74
H -0.01 6.70 -4.17
H 1.47 5.17 -2.15
H 2.10 5.54 -3.80
H -0.52 4.56 -4.91
H -0.35 2.87 -5.08
H 0.95 3.89 -5.69
C 0.43 2.49 5.30
O 0.50 1.08 5.40
C 1.87 0.64 5.31
C 1.76 -0.82 5.06
O 0.69 -1.52 5.80
C 0.73 -2.92 5.55
H -0.61 2.79 5.35
H 0.82 2.73 4.31
H 1.06 3.06 5.98
H 2.44 0.92 6.20
H 2.33 1.02 4.39
H 2.70 -1.29 5.32
H 1.65 -0.98 3.99
H -0.22 -3.25 5.97
H 1.45 -3.36 6.24
H 0.89 -3.31 4.54
C -1.21 -3.59 -2.98
O -1.36 -2.23 -2.55
C -0.56 -1.35 -3.29
C -1.41 -0.11 -3.59
O -2.33 0.14 -2.54
C -2.74 1.48 -2.47
H -1.71 -4.26 -2.27
H -0.16 -3.86 -2.90
H -1.73 -3.84 -3.90
H -0.25 -1.78 -4.24
H 0.35 -1.13 -2.74
H -2.01 -0.29 -4.49
H -0.82 0.78 -3.79
H -3.76 1.61 -2.83
H -2.22 2.18 -3.12
H -2.79 1.72 -1.40
C 2.13 0.68 -6.82
O 3.37 0.94 -6.11
C 3.18 1.80 -4.99
C 2.34 1.27 -3.79
O 2.44 -0.08 -3.38
C 3.82 -0.47 -3.16
H 2.25 0.40 -7.86
H 1.45 1.54 -6.79
H 1.70 -0.13 -6.23
H 2.69 2.68 -5.40
H 4.09 2.26 -4.59
H 1.30 1.43 -4.08
H 2.52 1.93 -2.94
H 3.80 -1.55 -2.99
H 4.40 0.03 -2.38
H 4.40 -0.47 -4.08
*
```

Summary:
- HOMO level: -11.09 eV
- Electronic energy: -126169.71997 eV

The following is a DFT calculation (ωB97M-V with the def2-TZVPD basis set) of a molecular structure, C6H10N2O in a non-equilibrium geometry.

ORCA input file:
```
! RIJCOSX wB97M-V def2-TZVPD def2/J DEFGRID3
* xyz 0 1
C 1.13 0.20 0.40
C 0.62 -0.32 -1.05
C 1.25 -0.59 -2.19
C -1.05 -0.63 0.52
C -1.86 0.15 1.35
C -0.35 0.76 0.93
H 2.03 -0.53 2.12
H 2.47 -1.30 0.63
H 1.91 1.08 0.04
H 2.16 0.04 -2.52
H 0.97 -1.01 -3.19
H -0.49 -1.30 1.14
H -2.26 -0.37 2.24
H -2.65 0.89 0.94
H -0.63 2.94 0.18
H -1.40 1.22 -0.80
N 1.62 -0.91 1.11
N -0.68 1.68 -0.12
O -0.89 -0.55 -0.94
*
```

Summary:
- HOMO level: -8.01 eV
- Electronic energy: -11403.01541 eV
- ΔE to the lowest compared entry with this formula, charge and spin: 209.21 kcal per mole